Molecular formula: C36H121N9O20
Method: DFT, wB97M-V/def2-TZVPD

Values from the calculation:
total charge	-1
calculated total energy	-3441.56222	Ha
strongest force on any atom	2.3	eV Å⁻¹
HOMO (alpha / beta)	-0.29 / -6.89	eV
Kohn-Sham gap (alpha / beta)	2.1 / 8.6	eV
spin multiplicity	2

Structure (XYZ):
```
186
Properties=species:S:1:pos:R:3:forces:R:3
C 0.730 -36.989 -15.325 0.999 1.350 -0.864
C -0.335 -36.344 -14.463 -0.490 -0.455 -1.910
C -1.640 -36.033 -15.293 0.738 1.900 0.910
O -1.393 -35.115 -16.353 0.055 -0.988 -0.956
C -2.608 -34.756 -17.042 1.344 0.119 0.321
N -0.584 -37.307 -13.445 -0.674 -0.320 1.280
H 0.984 -36.293 -16.125 0.083 0.014 -0.184
H 0.492 -37.926 -15.828 -0.476 -0.123 0.341
H 1.642 -37.113 -14.742 -0.033 -0.221 0.096
H 0.063 -35.438 -14.006 -0.101 0.186 -0.178
H -2.294 -35.391 -14.704 -0.505 -0.722 1.084
H -2.186 -36.941 -15.551 0.137 -0.174 -0.440
H -3.090 -35.596 -17.543 -0.006 -0.182 0.110
H -2.267 -34.038 -17.788 -0.352 0.088 -0.001
H -3.302 -34.304 -16.334 -0.239 0.080 -0.076
H -0.737 -38.192 -13.905 -0.019 -0.300 0.060
H -1.467 -37.072 -13.015 -0.124 -0.082 0.333
C -5.876 -37.831 -6.742 -0.183 -0.237 0.018
C -4.385 -37.488 -6.790 -0.482 1.260 0.652
C -4.207 -35.990 -7.014 1.006 0.446 -0.459
O -4.612 -35.766 -8.336 -0.361 0.488 -0.616
C -5.437 -34.645 -8.521 -0.718 -0.291 -0.735
N -3.676 -37.861 -5.571 0.505 -0.254 -0.730
H -6.430 -37.008 -6.290 -0.183 0.170 -0.246
H -6.080 -38.676 -6.084 0.261 -0.254 -0.036
H -6.267 -38.092 -7.725 -0.164 0.332 0.037
H -3.961 -37.890 -7.710 0.414 -0.557 0.391
H -3.170 -35.657 -6.971 0.553 -0.614 0.227
H -4.655 -35.269 -6.330 -0.883 -0.459 0.366
H -5.759 -34.689 -9.562 -0.034 0.077 -0.108
H -4.979 -33.666 -8.380 0.415 0.003 0.295
H -6.334 -34.722 -7.907 -0.088 0.159 0.236
H -3.640 -38.870 -5.552 0.018 -0.105 0.468
H -4.199 -37.522 -4.776 -0.068 -0.169 0.172
C -7.055 -34.583 -12.244 -0.643 -0.472 -0.677
C -6.595 -35.903 -12.892 0.144 0.131 2.242
C -7.653 -36.628 -13.713 -0.492 1.075 0.255
O -7.127 -37.768 -14.303 0.625 -1.247 -0.466
C -8.106 -38.594 -14.901 -0.185 -0.557 0.163
N -5.408 -35.595 -13.642 -0.043 -0.134 -0.110
H -6.213 -33.971 -11.921 0.140 -0.173 -0.226
H -7.652 -34.752 -11.348 -0.498 0.014 -0.176
H -7.594 -34.033 -13.015 -0.232 0.470 0.423
H -6.346 -36.504 -12.017 0.370 -0.598 -0.295
H -7.959 -35.935 -14.496 -0.361 0.235 -0.315
H -8.537 -36.933 -13.152 -0.168 0.350 0.470
H -8.706 -38.104 -15.668 0.324 0.164 -0.242
H -8.809 -38.992 -14.170 -0.329 0.278 0.549
H -7.639 -39.513 -15.255 0.295 0.346 -0.504
H -4.894 -36.444 -13.828 0.120 -0.103 -0.280
H -5.780 -35.242 -14.512 0.744 0.214 -0.200
C -6.495 -40.829 -18.112 -0.087 -0.658 -0.635
C -6.466 -41.884 -19.240 -1.059 -0.015 1.547
C -7.492 -43.025 -18.917 0.062 1.443 -0.722
O -7.394 -43.489 -17.605 1.660 -0.879 -1.257
C -6.327 -44.417 -17.489 -0.740 -0.843 1.994
N -6.833 -41.267 -20.508 0.365 -0.035 -0.178
H -6.434 -41.323 -17.142 0.075 0.038 0.019
H -7.444 -40.295 -18.162 0.238 0.306 0.099
H -5.619 -40.192 -18.236 -0.295 0.393 0.123
H -5.452 -42.278 -19.174 0.170 -0.458 -0.545
H -7.350 -43.806 -19.665 -0.069 -0.469 0.039
H -8.527 -42.686 -18.978 0.055 0.468 -0.443
H -5.293 -44.100 -17.629 -0.204 0.649 -0.447
H -6.528 -45.332 -18.046 0.009 0.085 -0.430
H -6.415 -44.698 -16.439 0.351 -0.241 0.127
H -6.895 -41.928 -21.269 -0.210 -0.497 -0.008
H -6.083 -40.666 -20.818 0.158 0.449 0.167
C -15.365 -39.082 -11.201 -1.304 -0.106 -0.771
C -14.786 -40.373 -11.711 1.896 -0.689 1.151
C -13.570 -40.115 -12.605 -1.176 0.798 -1.748
O -12.770 -39.016 -12.198 0.475 -0.441 0.244
C -11.805 -38.669 -13.184 0.719 0.016 0.089
N -14.421 -41.179 -10.548 0.720 0.091 1.025
H -15.644 -38.514 -12.088 -0.258 0.378 0.187
H -14.738 -38.448 -10.575 0.345 -0.409 -0.118
H -16.256 -39.364 -10.639 -0.136 0.361 0.050
H -15.495 -41.075 -12.149 -0.281 0.856 -1.055
H -13.967 -39.795 -13.569 -0.347 -0.037 -0.472
H -13.023 -41.018 -12.875 0.479 -0.181 0.604
H -11.163 -37.881 -12.790 -0.299 0.162 0.097
H -12.204 -38.313 -14.133 -0.570 0.077 0.088
H -11.121 -39.479 -13.436 -0.140 -0.513 0.167
H -13.899 -40.565 -9.940 0.037 0.153 0.543
H -13.703 -41.839 -10.814 -0.069 -0.511 -0.199
C -14.042 -34.205 -10.436 0.907 0.688 0.361
C -13.388 -35.213 -11.390 -0.282 -1.059 0.547
C -12.474 -34.553 -12.439 -0.676 -0.881 0.595
O -12.227 -35.459 -13.496 -1.209 0.310 1.420
C -11.161 -35.056 -14.270 1.182 -1.709 -0.971
N -12.657 -36.273 -10.597 0.190 0.733 -0.234
H -14.319 -34.633 -9.473 -0.315 -0.351 -0.212
H -14.875 -33.630 -10.841 -0.147 -0.451 -0.265
H -13.335 -33.429 -10.144 0.371 0.053 -0.071
H -14.205 -35.727 -11.897 -0.062 0.098 -0.490
H -11.507 -34.321 -11.995 -0.066 0.465 0.259
H -12.992 -33.672 -12.818 0.164 0.370 -0.026
H -10.929 -36.008 -14.748 0.178 0.281 -1.107
H -10.229 -34.913 -13.724 -0.087 0.795 0.490
H -11.381 -34.260 -14.982 0.049 0.088 0.063
H -12.593 -37.157 -11.083 -0.065 0.011 -0.831
H -13.178 -36.570 -9.785 -0.226 0.577 0.349
C -2.054 -31.427 -13.077 0.318 -1.117 0.401
C -2.660 -32.797 -12.625 2.026 1.043 -0.444
C -2.746 -32.826 -11.075 -1.513 -0.246 -0.531
O -1.570 -33.199 -10.425 0.769 0.174 -0.831
C -1.710 -33.302 -9.043 0.372 -0.736 0.405
N -3.894 -32.973 -13.341 -0.910 -0.650 0.763
H -2.722 -30.634 -12.740 0.305 0.121 0.101
H -1.902 -31.334 -14.153 -0.317 -0.265 -0.125
H -1.051 -31.387 -12.654 -0.037 0.505 0.292
H -2.003 -33.600 -12.961 0.610 -0.083 0.468
H -3.538 -33.518 -10.791 -0.292 -0.465 -0.008
H -3.097 -31.870 -10.687 0.046 0.499 -0.095
H -2.304 -34.171 -8.761 -0.554 -0.082 -0.095
H -2.125 -32.415 -8.566 -0.009 0.250 -0.058
H -0.726 -33.539 -8.637 0.125 0.396 -0.010
H -3.703 -33.323 -14.270 0.176 0.482 -0.430
H -4.379 -33.784 -12.985 -0.440 -0.460 0.274
C -10.561 -40.630 -21.297 -1.025 -0.763 -0.204
C -9.982 -39.243 -21.227 -0.683 0.418 0.238
C -9.699 -38.822 -19.758 -1.933 -0.445 0.173
O -10.950 -39.049 -19.009 0.564 -0.377 0.248
C -10.746 -39.238 -17.596 0.595 0.413 -0.848
N -8.818 -39.307 -22.053 1.645 0.131 0.115
H -10.834 -40.794 -22.339 0.042 -0.173 -0.064
H -11.455 -40.821 -20.701 0.032 0.368 0.125
H -9.850 -41.411 -21.030 0.332 0.158 0.090
H -10.604 -38.575 -21.823 -0.745 0.335 0.862
H -9.403 -37.790 -19.573 0.176 0.117 -0.399
H -8.909 -39.484 -19.403 0.027 -0.117 0.200
H -10.502 -38.267 -17.166 0.285 0.021 0.295
H -9.945 -39.961 -17.443 0.272 0.069 0.192
H -11.600 -39.627 -17.043 -0.452 0.025 -0.682
H -8.408 -38.390 -22.159 -0.004 0.362 -0.133
H -8.160 -39.791 -21.459 0.704 -0.494 -0.266
C -9.992 -33.337 -9.950 1.067 0.830 0.474
C -8.850 -32.811 -8.976 -1.110 0.952 -0.190
C -8.993 -31.297 -8.640 1.181 -0.177 -1.348
O -8.704 -30.461 -9.766 -0.290 0.013 0.607
C -7.317 -30.412 -10.061 -0.290 -0.237 -1.061
N -8.886 -33.521 -7.711 -0.474 -0.540 0.262
H -9.937 -32.956 -10.970 0.749 -0.283 -0.155
H -10.998 -33.008 -9.691 -0.009 -0.032 0.841
H -9.928 -34.423 -9.878 -0.221 -0.002 -0.497
H -7.849 -33.081 -9.313 -0.135 0.446 -0.864
H -8.281 -30.973 -7.881 -0.057 -0.469 0.573
H -10.012 -31.107 -8.301 -0.077 0.126 -0.115
H -6.936 -31.426 -10.186 0.220 -0.012 -0.125
H -6.659 -29.882 -9.373 -0.379 0.137 0.676
H -7.237 -29.898 -11.019 0.020 -0.177 0.001
H -9.120 -34.451 -8.028 0.182 -0.704 0.571
H -9.720 -33.246 -7.213 -0.283 0.179 0.347
O -7.763 -31.553 -13.193 -1.366 0.007 0.361
H -7.667 -31.849 -14.099 0.164 -0.296 -0.453
H -6.867 -31.393 -12.897 0.559 0.306 -0.028
O -5.920 -35.140 -16.362 0.152 0.376 0.471
H -5.973 -36.089 -16.248 -0.086 -0.956 -0.100
H -5.846 -35.016 -17.308 0.008 0.097 -1.133
O -9.779 -36.678 -10.863 1.124 -0.157 -0.007
H -9.997 -37.606 -10.947 -0.151 -0.236 -0.029
H -10.626 -36.231 -10.870 -0.886 0.248 0.277
O -5.258 -30.790 -12.855 -0.556 1.806 0.899
H -5.044 -30.402 -13.704 -0.047 -0.005 -0.243
H -4.763 -31.610 -12.835 0.579 -1.135 -0.655
O -7.106 -37.837 -10.140 0.324 -0.283 0.235
H -7.664 -37.064 -10.065 -0.300 0.434 -0.093
H -7.718 -38.569 -10.219 -0.108 -0.278 -0.103
O -6.997 -32.833 -15.668 -0.397 1.105 0.472
H -7.280 -32.643 -16.562 -0.083 -0.011 -0.284
H -6.605 -33.705 -15.720 0.215 -0.640 -0.197
O -3.553 -37.872 -13.288 0.105 0.171 -0.313
H -3.112 -38.589 -13.743 0.017 -0.235 -0.274
H -3.350 -38.014 -12.363 -0.345 -0.148 0.144
O -4.540 -38.732 -10.849 0.527 -0.516 -0.019
H -5.308 -38.400 -10.384 -0.727 0.436 0.207
H -3.816 -38.193 -10.532 0.142 0.137 0.376
O -6.484 -42.221 -14.138 0.167 -1.064 -0.486
H -5.564 -42.376 -14.351 0.147 -0.080 -0.127
H -6.488 -41.372 -13.696 0.037 0.928 0.712
O -6.452 -40.011 -12.704 -0.350 -0.529 0.391
H -5.673 -39.686 -12.251 0.517 0.220 0.211
H -6.851 -39.229 -13.084 0.071 0.721 -0.375
O -8.740 -42.526 -15.598 -1.350 0.324 0.189
H -8.444 -42.838 -16.453 0.121 -0.127 -0.029
H -7.935 -42.402 -15.095 0.551 -0.005 0.307
```
Forces are in eV/Å.

Results of the Löwdin charge analysis, in e, for atoms 1 through 99: -0.0811 -0.4371 -0.1935 -0.2175 -0.1227 0.0237 0.0716 0.0789 0.0747 0.1374 0.0944 0.1119 0.0538 0.0783 0.0515 0.0605 0.0424 -0.0494 -0.4174 -0.2324 -0.2036 -0.1102 0.0344 0.0789 0.0691 0.0547 0.1337 0.1116 0.1269 0.0723 0.0873 0.0748 0.0666 0.0702 -0.0376 -0.4063 -0.2104 -0.2129 -0.0903 0.0679 0.0585 0.0545 0.0647 0.1102 0.1166 0.1075 0.0772 0.0777 0.0866 0.0413 0.0251 -0.0556 -0.4144 -0.1933 -0.2352 -0.0832 0.0373 0.0632 0.0553 0.0539 0.1188 0.1187 0.1305 0.0908 0.0903 0.0953 0.0784 0.0787 -0.0631 -0.4305 -0.2011 -0.2024 -0.0980 0.0197 0.0856 0.0660 0.0816 0.1381 0.1191 0.1272 0.0590 0.0945 0.0863 0.0614 0.0637 -0.0594 -0.3586 -0.1819 -0.1911 -0.1203 0.0553 0.0712 0.0781 0.0599 0.1280 0.0986 0.1332 0.0797 0.0818